[1]
C28H44Cl4O12 | ωB97M-V/def2-TZVPD

* 2S+1: 1
* Kohn-Sham gap: 0.3837 hartree
* SMILES: O=C1CCCO1.O=C1CCCO1.O=C1CCCO1.O=C1CCCO1.O=C1CCCO1.O=C1CCCO1.ClCCCl.ClCCCl
* DFT total energy: -104410.280 eV
* highest occupied orbital energy: -9.929 eV
* LUMO level: 0.513 eV

Geometry as XYZ:
```
88
Properties=species:S:1:pos:R:3:lowdin_charge:R:1
Cl -9.934 -26.000 4.295 0.55
Cl -8.180 -22.689 3.903 0.59
Cl -9.353 -27.001 1.123 0.54
Cl -7.737 -21.625 0.684 0.55
O -6.290 -26.954 6.612 0.01
O -5.241 -26.022 0.454 0.09
O -3.804 -27.021 1.910 0.00
O -4.002 -15.792 3.833 0.10
O -5.026 -14.838 2.050 0.02
O 0.663 -21.850 -1.904 0.12
O -6.050 -26.825 4.406 0.07
O -2.334 -21.198 4.908 0.11
O -2.967 -19.765 1.224 0.09
O 0.405 -19.776 -1.081 0.03
O -4.511 -21.149 5.032 0.01
O -3.800 -21.570 2.216 -0.01
C -4.192 -15.690 2.644 -0.51
C -8.027 -23.252 1.318 -0.70
C -3.832 -15.941 0.217 -0.13
C -5.697 -24.751 7.302 -0.13
C -6.243 -26.125 7.770 -0.15
C -1.341 -19.060 -2.506 -0.17
C -5.602 -20.288 4.707 -0.18
C -1.952 -23.072 2.060 -0.13
C -5.341 -28.498 0.926 -0.06
C -4.824 -27.036 0.986 -0.42
C -5.996 -24.760 5.788 -0.07
C -3.453 -16.519 1.615 -0.07
C -8.550 -27.635 2.617 -0.66
C -4.768 -29.165 2.152 -0.19
C -5.046 -15.088 0.573 -0.10
C -3.557 -19.129 4.449 -0.06
C -6.166 -26.222 5.468 -0.43
C -0.543 -20.153 -3.131 -0.10
C -3.395 -22.936 2.563 -0.12
C 0.235 -20.739 -1.986 -0.52
C -2.905 -20.956 1.424 -0.45
C -1.856 -21.965 1.038 -0.07
C -0.363 -18.628 -1.436 -0.16
C -5.046 -18.876 4.773 -0.12
C -3.575 -28.355 2.450 -0.18
C -9.312 -27.637 3.893 -0.62
C -3.335 -20.556 4.744 -0.51
C -7.376 -23.638 2.614 -0.62
H -8.674 -27.934 4.672 0.05
H -4.399 -30.239 2.065 0.14
H -6.925 -24.238 5.583 0.07
H -7.259 -25.993 8.194 0.13
H -3.915 -17.530 1.686 0.11
H -5.114 -14.082 0.191 0.12
H -5.501 -18.233 4.002 0.11
H -4.944 -28.977 0.050 0.12
H -1.845 -24.083 1.651 0.11
H -4.143 -23.513 1.988 0.12
H -0.869 -18.294 -0.502 0.13
H -3.560 -23.116 3.643 0.12
H -1.090 -20.936 -3.694 0.14
H -3.442 -28.319 3.546 0.13
H -5.169 -18.423 5.760 0.12
H -1.641 -18.262 -3.200 0.12
H -7.728 -26.950 2.825 0.02
H -6.426 -28.469 0.778 0.10
H -2.238 -19.440 -1.984 0.12
H -2.402 -16.568 1.804 0.12
H 0.379 -17.916 -1.782 0.13
H -10.261 -28.188 3.985 0.07
H -7.686 -23.945 0.584 0.05
H -4.647 -24.623 7.540 0.11
H -5.480 -26.509 8.511 0.14
H -9.115 -23.291 1.582 0.07
H -1.946 -22.319 0.028 0.13
H -5.215 -24.424 5.125 0.12
H -4.054 -16.669 -0.554 0.11
H -1.144 -23.050 2.855 0.14
H -5.923 -20.443 3.660 0.11
H -5.357 -29.215 3.081 0.11
H -6.272 -23.580 2.648 0.07
H -7.699 -24.685 2.759 0.04
H -2.945 -18.601 5.069 0.10
H -3.330 -18.936 3.367 0.12
H -2.677 -28.733 1.941 0.13
H -5.970 -15.623 0.535 0.12
H -6.158 -23.947 7.840 0.10
H -6.450 -20.480 5.374 0.11
H 0.109 -19.621 -3.881 0.15
H -0.911 -21.457 1.026 0.12
H -3.043 -15.264 -0.148 0.11
H -8.165 -28.683 2.461 0.10
```

***

[2]
C28H44Cl5I2MoN4O2S3Si | ωB97M-V/def2-TZVPD

* 2S+1: 1
* Kohn-Sham gap: 0.1688 hartree
* DFT total energy: -160837.776 eV
* highest occupied orbital energy: -14.311 eV
* LUMO level: -9.718 eV
* energy relative to the best compared isomer or geometry (same formula, charge and spin): 0.0000 eV
* net charge: +3

Geometry as XYZ:
```
90
Properties=species:S:1:pos:R:3:lowdin_charge:R:1
I 0.671 0.923 5.307 0.92
I 0.870 1.848 1.761 1.02
Mo 0.507 -0.992 0.781 0.88
Cl 1.347 5.648 1.947 0.72
Cl -3.595 4.197 0.547 0.78
Cl -2.805 1.666 2.718 0.60
Cl -1.851 -1.096 2.108 0.57
Cl -6.317 3.050 -3.886 0.71
S 2.622 -0.695 -0.301 0.73
S 1.397 -1.837 2.839 0.57
S -4.724 1.745 -6.037 1.03
Si -1.139 -3.639 -0.856 0.47
O -3.527 4.587 -2.536 -0.10
O -0.144 -2.431 0.069 -0.55
N 3.705 -2.942 3.579 0.05
N 2.824 -3.741 1.608 0.02
N -0.364 0.240 -0.769 -0.17
N -1.893 1.359 -1.875 -0.01
C -1.419 1.057 -0.673 -0.18
C -2.639 -2.673 -1.316 -0.14
C 1.010 2.389 3.849 -1.06
C -1.393 -4.966 0.396 -0.14
C -3.875 3.863 -4.848 -0.35
C -1.526 4.226 -1.250 -0.17
C 2.843 0.880 -1.168 -0.32
C -2.581 0.053 3.332 -0.88
C -3.212 2.387 -6.522 -0.40
C -0.019 -4.071 -2.254 -0.14
C 4.077 -0.611 0.761 -0.31
C -2.889 3.504 -5.816 -0.15
C 0.706 4.944 -0.582 -0.10
C -4.927 2.993 -4.885 -1.00
C 3.568 -6.042 2.235 -0.05
C -0.169 0.036 -2.131 -0.15
C -1.953 4.465 0.058 -0.57
C 0.242 5.155 0.704 -0.72
C 3.009 -2.653 5.948 -0.07
C -2.974 2.316 -2.148 -0.03
C -0.187 4.483 -1.538 -0.01
C -2.426 3.741 -2.370 -0.30
C -1.110 0.730 -2.818 0.01
C 3.772 -2.072 4.772 -0.23
C -1.084 4.935 1.033 -0.15
C 3.837 -4.793 1.408 -0.20
C -3.768 5.011 -3.891 -0.12
C 2.774 -2.918 2.649 -0.71
H -1.810 3.718 -3.277 0.14
H -1.898 -4.590 1.288 0.05
H 1.735 5.161 -0.835 0.12
H -3.281 -3.288 -1.954 0.06
H -3.658 2.304 -1.305 0.11
H -2.031 -5.745 -0.033 0.06
H -2.670 1.936 -7.338 0.07
H 0.104 -3.241 -2.952 0.04
H 1.947 1.117 -1.731 0.02
H -2.973 5.692 -4.206 0.14
H 1.991 -3.773 1.042 0.11
H 3.120 -2.003 6.815 0.09
H 4.830 -1.958 5.003 0.13
H 0.259 3.167 3.932 -0.03
H -3.501 1.984 -3.040 0.12
H 3.391 -3.636 6.223 0.09
H -1.446 5.137 2.032 0.11
H 4.285 -1.602 1.149 0.03
H -2.382 -1.775 -1.883 0.03
H -1.996 4.089 -6.001 0.12
H -3.539 -0.404 3.549 0.05
H 4.365 -6.767 2.077 0.10
H 0.161 4.345 -2.557 0.13
H -3.226 -2.389 -0.442 0.04
H 2.009 2.795 3.952 -0.02
H 4.905 -0.296 0.129 0.07
H -0.453 -4.903 -2.816 0.06
H 0.966 -4.397 -1.914 0.04
H 0.602 -0.613 -2.511 0.11
H -1.909 0.053 4.180 -0.04
H 2.627 -6.507 1.943 0.08
H 1.946 -2.747 5.718 0.06
H 3.835 -5.024 0.344 0.13
H -4.700 5.568 -3.834 0.14
H 4.819 -4.364 1.622 0.12
H 3.518 -5.827 3.304 0.08
H -0.461 -5.449 0.696 0.04
H 3.913 0.106 1.563 0.05
H 4.368 -3.705 3.552 0.15
H 3.687 0.753 -1.844 0.07
H 3.055 1.660 -0.439 0.03
H 3.388 -1.093 4.491 0.07
H -1.311 0.828 -3.874 0.15
H -1.854 1.421 0.244 0.06
```

***

[3]
C28H44EuN6OS2 | ωB97M-V/def2-TZVPD

* 2S+1: 7
* Kohn-Sham gap (alpha / beta): 0.2345 / 0.3107 hartree
* DFT total energy: -81715.519 eV
* highest occupied orbital energy (alpha / beta): -16.174 / -16.174 eV
* LUMO level (alpha / beta): -9.794 / -7.719 eV
* energy relative to the best compared isomer or geometry (same formula, charge and spin): 2.1362 eV
* net charge: +3

Geometry as XYZ:
```
82
Properties=species:S:1:pos:R:3:lowdin_charge:R:1
Eu -0.282 -0.742 1.341 2.07
S -2.282 2.292 5.278 1.20
S -2.389 -3.871 4.756 1.20
O 1.046 -0.465 -1.290 -0.14
N 0.292 1.462 0.877 -0.21
N -1.036 -2.173 3.395 -0.03
N 1.925 -0.433 2.086 -0.20
N -1.501 0.873 3.290 0.00
N -0.246 -2.932 0.436 -0.18
N -2.394 -0.832 0.267 -0.19
C -0.063 4.026 -5.773 -0.02
C -0.236 -4.549 3.173 -0.07
C -1.136 -3.465 3.663 -0.62
C 2.302 -2.440 0.533 -0.16
C -2.373 0.607 5.422 -0.31
C 2.249 2.005 -3.553 -0.18
C -1.650 2.125 3.698 -0.61
C -1.942 0.004 4.279 -0.35
C -0.560 -0.586 -3.890 -0.01
C 1.744 1.718 0.693 -0.14
C 1.410 0.895 -3.228 -0.11
C 2.665 0.635 1.351 -0.13
C 1.732 2.999 -4.357 0.02
C -1.414 1.153 -1.037 -0.17
C -2.378 -2.083 -0.562 -0.15
C 2.479 -1.824 1.940 -0.17
C 3.654 2.152 -3.022 -0.02
C -1.955 -1.454 4.155 -0.35
C 0.462 2.908 -4.936 -0.21
C -1.392 3.395 2.947 -0.07
C -2.660 0.441 -0.480 -0.16
C -0.259 1.725 -4.757 0.02
C 1.154 -3.439 0.256 -0.17
C 0.190 0.719 -3.926 -0.20
C -0.637 2.108 -0.104 -0.14
C -0.974 -2.652 -0.838 -0.20
C -2.785 -2.226 4.909 -0.31
C 1.799 0.110 -2.101 -0.17
H -3.202 1.111 0.190 0.13
H -3.595 -1.914 5.547 0.10
H -1.765 1.775 -1.862 0.13
H -0.742 0.423 -1.479 0.06
H 0.069 1.861 1.787 0.05
H -0.390 3.465 2.523 0.08
H 3.545 -1.812 2.172 0.14
H 1.957 1.752 -0.369 0.08
H -2.868 -1.913 -1.522 0.13
H -1.106 -3.568 -1.418 0.15
H 0.524 4.114 -6.690 0.11
H 0.033 4.976 -5.247 0.10
H 1.298 -4.310 0.891 0.11
H 3.358 1.138 2.024 0.13
H 2.258 -1.644 -0.204 0.06
H 3.680 2.451 -1.972 0.08
H -1.594 -0.448 -3.563 0.09
H -1.371 2.694 0.445 0.10
H -2.714 0.143 6.333 0.10
H -2.960 -2.840 -0.034 0.13
H -0.605 -0.987 -4.903 0.11
H 0.689 -4.141 2.781 0.05
H -2.130 3.528 2.155 0.09
H 0.024 -5.208 4.002 0.10
H -0.719 -5.178 2.420 0.10
H -0.072 -1.332 -3.267 0.06
H 4.220 1.227 -3.132 0.09
H 4.174 2.922 -3.587 0.10
H 1.281 -3.785 -0.772 0.14
H 3.205 -3.010 0.311 0.14
H 1.998 -0.211 3.076 0.13
H -1.184 1.581 -5.305 0.14
H 2.879 0.078 -1.895 0.13
H -0.770 -3.686 0.869 0.09
H -1.103 3.874 -6.050 0.09
H -3.324 0.228 -1.320 0.13
H 3.266 0.168 0.572 0.12
H 1.998 -2.433 2.711 0.11
H 2.007 2.698 1.096 0.13
H 2.335 3.876 -4.564 0.14
H -3.182 -0.933 0.901 0.12
H -0.385 -1.960 -1.434 0.06
H -1.502 4.240 3.623 0.09
H -0.075 2.800 -0.733 0.14
```

***

[4]
C28H44F6N16O13 | ωB97M-V/def2-TZVPD

* 2S+1: 1
* Kohn-Sham gap: 0.2897 hartree
* SMILES: C#Cc1c(CCCCNC(C)=O)cc2c(c1C(=O)C(F)(F)C(F)(F)C(F)(F)C(=O)O)C(=O)NC2=O.NC(N)=O.NC(N)=O.NC(N)=O.NC(N)=O.NC(N)=O.NC(N)=O.NC(N)=O
* DFT total energy: -96519.247 eV
* highest occupied orbital energy: -8.378 eV
* LUMO level: -0.495 eV
* energy relative to the best compared isomer or geometry (same formula, charge and spin): 1.2455 eV

Geometry as XYZ:
```
107
Properties=species:S:1:pos:R:3:lowdin_charge:R:1
F 0.106 -0.169 -2.845 0.12
F -3.261 -0.887 -0.528 0.15
F -1.996 0.274 -2.666 0.14
F -1.774 -1.845 0.871 0.14
F -1.426 -2.337 -2.514 0.13
F 0.048 -2.041 -0.898 0.17
O -4.035 -3.326 -1.064 0.16
O 3.217 -0.375 -4.553 -0.07
O 4.712 2.209 -7.214 0.01
O -5.251 -5.395 3.651 0.02
O -2.667 1.762 1.601 0.14
O -7.052 0.493 2.958 0.02
O 0.125 1.465 5.195 0.14
O 6.627 -1.711 -6.116 0.01
O -9.441 4.589 2.528 0.01
O -2.069 -4.230 -0.486 0.14
O 8.017 -3.208 4.015 0.09
O -1.330 2.010 -0.929 0.19
O -5.087 3.580 4.238 -0.01
N -7.083 3.224 3.218 0.16
N 6.894 1.766 -6.815 0.16
N -11.029 3.739 3.899 0.16
N 8.144 -1.394 2.548 0.00
N -5.699 -3.317 2.864 0.16
N 2.694 0.672 -6.488 0.17
N 2.990 -1.593 -6.463 0.17
N 5.603 -1.929 -4.105 0.17
N -5.476 0.023 1.408 0.19
N -7.542 -0.976 1.294 0.14
N -11.624 4.971 2.052 0.16
N -7.178 -5.043 2.508 0.14
N 6.200 3.925 -7.216 0.15
N 7.649 -2.913 -4.482 0.14
N -6.455 5.347 3.810 0.14
N -1.381 2.108 3.492 0.17
C -6.141 4.014 3.783 -0.69
C 8.220 -2.811 2.898 -0.50
C 0.643 1.184 2.814 -0.04
C -1.100 -1.574 -1.419 -0.32
C -6.709 -0.111 1.953 -0.67
C -0.208 1.221 1.670 0.01
C 8.607 -3.797 1.765 -0.01
C -5.990 -4.636 3.050 -0.69
C 2.274 0.199 -1.007 -0.07
C 2.978 -0.424 -5.767 -0.64
C -0.186 1.596 4.048 -0.38
C 1.653 0.544 0.283 -0.11
C -10.622 4.443 2.808 -0.66
C 5.860 2.608 -7.090 -0.67
C -2.267 -1.774 -0.396 -0.33
C -0.688 1.004 -0.833 -0.18
C -1.612 1.686 2.147 -0.35
C 0.281 0.898 0.361 0.00
C -0.915 -0.113 -1.942 -0.33
C 6.624 -2.155 -4.975 -0.68
C 4.901 0.770 2.382 -0.20
C -2.910 -3.193 -0.681 -0.41
C 2.724 -0.427 -1.936 0.15
C 2.502 0.511 1.435 -0.12
C 6.404 0.403 2.212 -0.19
C 3.998 0.145 1.264 -0.14
C 6.732 -0.987 2.833 -0.22
C 2.006 0.835 2.719 0.06
H 2.803 -1.657 -7.445 0.10
H -5.174 -0.463 0.585 0.08
H 5.460 4.572 -7.418 0.10
H -2.123 1.737 4.098 0.17
H 7.669 -3.286 -3.553 0.09
H 4.560 0.320 3.337 0.10
H 5.584 -2.280 -3.166 0.09
H -4.835 -2.980 3.247 0.11
H 2.642 0.845 3.611 0.12
H 6.041 -1.784 2.492 0.12
H -5.784 5.969 4.221 0.09
H 4.826 -1.368 -4.440 0.05
H 6.783 0.492 1.177 0.11
H 7.135 4.270 -7.118 0.09
H -7.800 -4.436 2.010 0.08
H -4.835 0.653 1.866 0.09
H 6.647 -0.960 3.944 0.12
H 8.580 -4.808 2.204 0.08
H -8.465 -1.100 1.671 0.11
H -6.296 -2.677 2.370 0.05
H -11.356 5.496 1.239 0.11
H -10.312 3.336 4.478 0.11
H 6.678 0.785 -6.715 0.09
H 8.788 -0.892 3.157 0.12
H 2.689 1.550 -6.002 0.11
H 4.823 1.874 2.381 0.12
H -7.280 -1.481 0.467 0.10
H 9.606 -3.501 1.398 0.08
H -12.598 4.863 2.263 0.10
H -6.889 2.227 3.178 0.04
H 6.988 1.135 2.818 0.11
H -7.312 5.721 3.444 0.07
H 7.844 2.068 -6.709 0.09
H 3.035 -1.066 -2.801 0.05
H 7.888 -3.690 0.931 0.08
H 4.151 -0.945 1.150 0.13
H -7.953 3.580 2.842 0.04
H 8.419 -3.098 -5.099 0.10
H -7.427 -6.008 2.625 0.10
H -11.990 3.605 4.150 0.10
H -2.469 -5.000 -0.926 0.15
H 4.320 0.626 0.313 0.11
H 3.202 -2.432 -5.953 0.10
H 2.504 0.660 -7.471 0.10
```

***

[5]
C28H44FIIrNO5SSi2 | ωB97M-V/def2-TZVPD

* 2S+1: 6
* Kohn-Sham gap (alpha / beta): 0.3387 / 0.2057 hartree
* DFT total energy: -81723.770 eV
* highest occupied orbital energy (alpha / beta): -11.399 / -11.431 eV
* LUMO level (alpha / beta): -2.183 / -5.833 eV
* energy relative to the best compared isomer or geometry (same formula, charge and spin): 0.0000 eV
* net charge: +1

Geometry as XYZ:
```
84
Properties=species:S:1:pos:R:3:lowdin_charge:R:1
Ir 0.067 0.428 -1.778 1.18
I -2.053 -5.634 -4.831 0.92
S -1.337 1.922 -0.956 0.43
Si 3.258 -0.322 -0.927 0.46
Si -1.044 1.566 1.197 -0.08
F -1.020 -1.806 -1.368 0.01
O -0.742 -0.031 1.261 -0.18
O 0.279 2.389 1.614 -0.15
O -2.338 2.077 2.000 -0.13
O 0.920 0.625 -3.561 -0.25
O 2.311 -0.101 -5.133 0.13
N 1.600 -1.032 -1.212 -0.08
C 1.320 -0.271 -4.478 -0.55
C -3.776 2.152 1.799 -0.62
C -0.558 -0.854 2.457 -0.60
C 2.273 -3.373 -1.248 0.01
C -1.924 -1.156 3.053 -0.02
C 1.128 -2.706 -4.870 -0.01
C -0.442 -4.062 -1.492 0.00
C -1.635 -2.654 -4.554 -0.14
C -4.077 3.451 1.068 -0.03
C 0.551 -5.041 -1.479 -0.01
C 0.326 -0.130 3.461 -0.02
C 0.466 3.767 2.050 -0.61
C 1.299 -2.319 -1.280 -0.30
C 0.406 -3.885 -4.953 -0.14
C -0.901 -1.481 -4.447 -0.04
C 2.969 1.499 -0.732 -0.18
C 3.917 -1.029 0.669 -0.15
C -4.262 0.949 1.005 -0.02
C -4.383 2.167 3.192 -0.01
C 4.322 -0.709 -2.398 -0.14
C -0.973 -3.852 -4.784 -0.74
C 0.105 -2.133 1.981 -0.01
C 1.903 -4.685 -1.353 -0.03
C -0.017 3.886 3.488 -0.02
C -0.297 4.702 1.125 -0.03
C 1.961 4.022 1.958 -0.02
C 0.481 -1.506 -4.590 -0.16
C -0.062 -2.758 -1.394 -0.23
H 4.300 -2.046 0.579 0.03
H -1.814 -1.828 3.905 0.10
H -1.080 3.659 3.559 0.08
H 0.271 -6.081 -1.568 0.12
H -4.158 1.241 3.723 0.08
H -2.712 -2.634 -4.456 0.10
H 0.294 -2.794 2.828 0.10
H 3.918 1.964 -0.446 0.05
H -5.466 2.271 3.129 0.10
H 0.040 4.581 0.094 0.09
H 4.749 -0.402 0.999 0.05
H 2.199 -2.703 -5.023 0.13
H -2.405 -0.242 3.400 0.07
H 2.645 1.979 -1.658 0.04
H -0.157 0.777 3.830 0.08
H 0.910 -4.820 -5.152 0.10
H 2.191 5.024 2.320 0.10
H -3.830 0.933 0.003 0.06
H -0.543 -2.659 1.279 0.08
H 0.536 3.199 4.130 0.09
H 2.507 3.300 2.567 0.09
H 4.433 -1.779 -2.579 0.03
H -5.346 0.996 0.898 0.10
H 2.659 -5.458 -1.341 0.12
H 0.512 -0.780 4.317 0.10
H -5.153 3.563 0.934 0.10
H 3.169 -1.014 1.463 0.02
H -3.611 3.466 0.081 0.07
H 3.927 -0.250 -3.306 0.03
H -1.371 4.513 1.174 0.07
H 0.147 4.900 3.853 0.10
H 1.055 -1.913 1.495 0.07
H -0.126 5.738 1.419 0.10
H -1.415 -0.543 -4.274 0.11
H -1.490 -4.313 -1.583 0.13
H 5.322 -0.302 -2.230 0.05
H 1.281 0.145 3.013 0.09
H 2.247 1.714 0.060 0.01
H -3.714 4.304 1.642 0.09
H 2.301 3.943 0.926 0.08
H -3.988 3.004 3.768 0.09
H 3.315 -3.107 -1.159 0.09
H -2.563 -1.639 2.314 0.09
H -4.009 0.020 1.514 0.08
```